This record from OMol25 describes a cluster of 3 separate species, C20H30F2N6O8P in total in a non-equilibrium geometry. The level of theory is ωB97M-V/def2-TZVPD.

Results
DFT total energy ... -61245.9827 eV
Net charge ... +1
Maximum force ... 10.26 eV Å⁻¹

The geometry in XYZ format:
```
67
Properties=species:S:1:pos:R:3:nbo_charge:R:1
C -6.84719 2.08984 -8.72339 -0.67
C -5.57161 1.21449 -8.11445 0.03
C -4.14554 2.02513 -7.91227 -0.23
C -2.81328 1.21914 -7.35355 -0.18
C -2.83746 -0.40749 -6.96739 -0.11
C -1.42941 -1.07732 -6.46112 -0.29
N -1.44320 -1.60449 -5.04195 -0.15
N -1.89888 -2.86884 -4.68798 -0.37
C -1.76222 -3.14782 -3.20734 0.57
N -2.14305 -4.32973 -2.62036 -0.41
N -2.02581 -4.65609 -1.27844 -0.34
C -2.81162 -3.74042 -0.37252 0.93
O -2.38976 -2.61362 0.20331 -0.44
F -4.25651 -4.10939 -0.13690 -0.32
C -0.59746 -4.86163 -0.83765 0.93
O 0.16233 -5.68373 -1.61279 -0.49
F 0.05669 -4.31621 0.37131 -0.28
N -1.14260 -1.95152 -2.51988 -0.43
C -0.96348 -1.01750 -3.73262 0.14
P -0.17622 0.75019 -3.54007 1.17
N -0.36556 1.65069 -4.90419 -1.27
C -4.27756 -1.17002 -7.14490 -0.22
C -5.63193 -0.37508 -7.70871 -0.23
H -7.81267 1.40825 -8.83829 0.24
H -7.11598 2.87792 -7.88151 0.25
H -6.56988 2.61435 -9.75978 0.25
H -4.10367 3.18619 -8.18247 0.26
H -1.80196 1.80024 -7.21852 0.25
H -0.56466 -0.29940 -6.67297 0.32
H -1.20214 -1.99862 -7.18458 0.25
H -2.30027 -3.56651 -5.37580 0.46
H -2.57942 -5.06354 -3.25115 0.44
H 1.25352 0.68169 -3.21896 0.05
H -0.91312 1.44559 -2.47848 0.05
H 0.56528 1.95612 -5.27425 0.39
H -4.36527 -2.31125 -6.86504 0.21
H -6.66576 -0.94082 -7.83968 0.25
C 0.63121 -1.53543 1.29730 -0.64
C -0.36877 -1.47393 2.44035 -0.07
O 0.29466 -1.31011 3.69866 -0.50
C 0.77118 -0.06427 3.95622 0.99
O 0.67525 0.90763 3.22411 -0.65
O 1.39534 -0.09408 5.15994 -0.49
C 2.03993 1.13164 5.50219 -0.26
H 1.37600 -2.31578 1.48106 0.21
H 0.12320 -1.74278 0.35153 0.21
H 1.17718 -0.59407 1.19354 0.22
H -0.91461 -2.42013 2.49274 0.19
H -1.11037 -0.68013 2.28962 0.19
H 1.34328 1.97439 5.45025 0.20
H 2.89728 1.29687 4.84362 0.19
H 2.40311 1.04846 6.53034 0.20
C 5.51385 0.56285 8.68320 -0.64
C 4.65708 1.50410 9.51405 -0.07
O 5.42860 2.60488 10.00735 -0.50
C 5.72904 3.56870 9.09832 0.99
O 5.39595 3.57831 7.92413 -0.65
O 6.48627 4.50826 9.71739 -0.49
C 6.96458 5.52764 8.84155 -0.26
H 6.38888 0.23673 9.25364 0.22
H 4.93809 -0.31577 8.37978 0.22
H 5.88833 1.05492 7.78173 0.22
H 4.27750 0.96832 10.38859 0.19
H 3.78691 1.86463 8.95224 0.19
H 6.14229 5.99652 8.29180 0.20
H 7.70223 5.10836 8.15152 0.19
H 7.45386 6.29446 9.44860 0.20
```